68
Properties=species:S:1:pos:R:3:mulliken_spin:R:1 method="wB97M-V/def2-TZVPD" lumo_ev="-9.97 / -10.48" total_charge=+3 multiplicity=3 s_squared=2.03 de_lowest_kcal_mol=0.0
W 0.8611 -0.8557 -0.8122 1.963
C 4.4806 0.0848 -0.7303 0.008
P 3.1141 -0.4254 0.3405 -0.047
C 3.0377 0.8237 1.6511 0.017
C 3.6975 -1.9921 1.0897 -0.002
C 2.5656 -2.8961 1.5687 0.008
P 1.3514 -3.1522 0.2354 -0.003
C 2.1130 -4.3478 -0.8876 0.018
C -0.0938 -3.9783 0.9283 0.002
H 5.4172 -0.0438 -0.1838 0.000
H 4.3840 1.1330 -1.0088 0.000
H 4.5157 -0.5257 -1.6323 0.001
H 4.0534 1.0300 1.9948 0.001
H 2.4532 0.4749 2.5015 -0.001
H 2.5998 1.7501 1.2739 -0.007
H 4.3817 -1.7512 1.9074 -0.003
H 4.2993 -2.4890 0.3237 -0.001
H 2.0430 -2.4663 2.4251 -0.002
H 2.9531 -3.8645 1.8939 -0.002
H 2.3194 -5.2582 -0.3212 0.000
H 3.0413 -3.9665 -1.3090 -0.003
H 1.4327 -4.5938 -1.7028 -0.002
H 0.2276 -4.9151 1.3880 -0.001
H -0.8062 -4.1944 0.1336 0.000
H -0.5695 -3.3509 1.6799 0.002
I 1.3941 1.5893 -2.1250 -0.019
C 0.9212 3.0995 -0.7634 -0.001
C 1.8830 4.0672 -0.6340 0.003
C 1.6002 5.2439 0.0870 0.000
C 0.3486 5.4245 0.5938 0.000
C -0.6589 4.4367 0.4507 0.001
C -1.9631 4.7066 0.9324 0.000
C -2.9743 3.8048 0.7763 -0.001
C -2.6923 2.5595 0.1951 -0.010
C -1.4324 2.2352 -0.2701 0.013
P -1.3299 0.4716 -0.6464 -0.001
C -2.5844 0.1008 -1.8593 0.003
C -3.4092 -1.0259 -1.7966 -0.001
C -4.3685 -1.2257 -2.7745 0.001
C -4.4910 -0.3270 -3.8270 -0.003
C -3.6604 0.7839 -3.9040 0.001
C -2.7161 1.0082 -2.9172 0.000
C -1.4750 -0.3947 0.9191 -0.027
C -0.2444 -0.3356 1.5968 0.022
C -0.1094 -0.8756 2.8812 0.037
C -1.1989 -1.5008 3.4576 0.007
C -2.4172 -1.5769 2.7760 -0.008
C -2.5661 -1.0282 1.5126 0.043
C -0.3805 3.2038 -0.2016 0.006
H 2.8509 3.9601 -1.1069 0.000
H 2.3619 6.0034 0.1923 0.000
H 0.0957 6.3434 1.1072 0.000
H -2.1474 5.6587 1.4139 0.000
H -3.9763 4.0252 1.1163 0.000
H -3.4987 1.8371 0.1304 0.000
H -3.2988 -1.7595 -1.0115 0.002
H -5.0205 -2.0866 -2.7197 0.000
H -5.2417 -0.4901 -4.5887 0.000
H -3.7623 1.4841 -4.7216 0.000
H -2.1057 1.9028 -2.9629 0.002
H 0.5094 0.3993 1.2682 -0.070
H 0.8005 -0.7525 3.4533 0.000
H -1.1225 -1.9029 4.4594 0.000
H -3.2658 -2.0433 3.2597 0.000
H -3.5247 -1.0646 1.0147 0.001
Se 1.7086 -1.6816 -3.1703 -0.023
C 0.0682 -2.1878 -2.5716 0.033
N -0.7785 -2.3198 -1.7695 0.046